A cluster of 8 separate species, C34H92N8O9 in total in a non-equilibrium geometry, computed with ωB97M-V/def2-TZVPD.

Structure (XYZ):
```
143
Properties=species:S:1:pos:R:3:forces:R:3:lowdin_charge:R:1
C 0.32259 -1.29760 2.54358 -0.3599 0.3953 1.9201 -0.1522
O 0.87766 -0.91847 1.34598 0.7781 -1.4957 -0.5307 -0.1968
C 0.06258 -1.31223 0.23692 0.8315 1.4587 -0.2166 -0.1732
C -0.74349 -0.05470 -0.01243 -0.4271 0.6393 -1.2103 -0.2136
N -1.38095 0.01730 -1.31521 -0.0592 -1.6393 -0.6288 -0.0300
C -2.29052 -1.13633 -1.59710 0.9054 0.8394 0.1272 -0.1793
C -3.38007 -0.60600 -2.41828 -1.2095 1.3102 -2.0843 -0.2640
O -4.05209 0.37439 -1.67309 -0.9225 0.0501 0.4302 -0.1963
C -4.84337 1.29268 -2.41143 0.4071 0.3544 1.3578 -0.0831
H 1.02566 -1.45861 3.36081 0.8368 0.1881 -0.2763 0.0764
H -0.19549 -2.25618 2.51493 -0.6102 0.2193 -0.2523 0.0952
H -0.23938 -0.42310 2.87150 -1.0208 -0.5212 0.4973 0.0795
H -0.68519 -2.09150 0.38418 0.5839 -0.5608 0.5643 0.1170
H 0.83667 -1.60450 -0.47263 -0.6507 0.1165 -0.7522 0.1139
H -0.11329 0.82857 0.09139 0.1551 -0.2012 0.0780 0.0830
H -1.49293 -0.02498 0.77849 -0.1681 0.1094 0.4207 0.1201
H -1.91440 0.85689 -1.49021 0.0753 0.1040 0.6363 0.0766
H -2.76511 -1.53012 -0.69831 0.2604 -0.2868 0.3349 0.1224
H -1.77402 -1.90390 -2.17344 0.1103 -0.2326 0.3264 0.1268
H -4.05880 -1.30221 -2.91094 -0.2888 -0.7114 0.6900 0.1237
H -3.02855 -0.07428 -3.30249 0.9104 0.0886 -0.3333 0.1141
H -5.72674 0.86951 -2.88962 0.2093 -0.2762 -0.3358 0.0777
H -4.20835 1.90140 -3.05511 -0.0690 -0.2058 -0.5936 0.0832
H -5.19575 1.97806 -1.64060 -0.2390 0.0714 -0.0797 0.0912
C -0.65809 3.15820 1.56825 1.9254 0.5053 0.7228 -0.0386
C 0.83672 2.91392 2.03470 -1.7551 -0.4305 -1.3418 -0.3842
C 1.79607 4.15073 2.07730 -0.9433 -1.0223 -0.7026 -0.1889
O 3.03275 3.59984 2.37828 1.6932 -0.7335 2.3425 -0.2272
C 4.07704 4.54118 2.61863 0.3138 -0.1709 -1.7599 -0.0811
N 0.79665 2.08049 3.25545 0.5869 1.1094 0.0233 0.0612
H -1.26025 3.48789 2.41490 0.1092 0.3231 -0.0208 0.0693
H -1.09173 2.20746 1.25819 0.1027 0.2880 -0.3146 0.0439
H -0.56202 3.92025 0.79484 -0.7522 -0.1713 -0.3225 0.0577
H 1.25027 2.20236 1.32001 0.1935 0.6411 -0.7966 0.0872
H 1.41848 4.91266 2.75921 0.2068 0.0987 0.4694 0.1282
H 1.99803 4.61060 1.10992 -1.1241 0.2079 -0.4717 0.1224
H 4.01433 5.17917 3.50019 -0.6089 0.0364 -0.0820 0.0914
H 4.14257 5.05291 1.65846 -0.0859 1.2286 0.2029 0.0864
H 5.07576 4.10507 2.59726 -0.3157 -0.8953 0.4882 0.0752
H 1.15814 1.20214 2.91204 0.0983 -0.3871 0.5772 0.0374
H 1.56477 2.50644 3.75411 0.2922 -0.5355 0.9415 0.0531
C -5.10090 -2.06045 2.41366 0.7095 0.0562 0.1813 -0.0768
C -5.05432 -3.21635 3.44316 -1.1233 0.3667 0.0794 -0.3598
C -4.17454 -2.84842 4.74661 -0.3074 -0.1655 -1.1743 -0.1532
O -2.87875 -2.49342 4.27049 -1.1943 -0.5708 -0.9605 -0.2203
C -2.03144 -1.85268 5.15558 1.2080 -0.4231 -0.1782 -0.1240
N -6.45171 -3.65927 3.69478 0.7428 0.3736 1.7258 0.0070
H -4.10163 -1.65748 2.24879 0.1053 -0.2047 -0.4050 0.0556
H -5.68719 -1.17963 2.67544 -0.2425 -0.1652 0.7709 0.0704
H -5.58012 -2.39386 1.49318 0.3766 -0.2418 -0.1274 0.0702
H -4.63154 -4.10893 2.98202 0.6407 0.2656 -0.0099 0.1272
H -4.05566 -3.67669 5.44514 -0.3176 -0.4201 -0.1430 0.1139
H -4.56983 -2.02418 5.34031 -0.4768 0.2856 -0.2201 0.1159
H -2.03811 -2.30129 6.14897 -0.3739 0.3103 0.3420 0.0910
H -2.12031 -0.76674 5.12492 -0.3184 0.1080 0.4081 0.0963
H -1.04200 -2.09648 4.76872 0.2687 0.2701 0.0994 0.0644
H -7.03367 -2.90996 4.04113 -0.1399 -0.1434 -0.2541 0.0596
H -6.93235 -4.26658 3.04651 0.5025 0.3165 -0.1386 0.0635
C 6.25918 0.38978 0.73324 -1.1866 0.7207 -0.2713 -0.0313
C 5.07352 1.34601 0.85021 1.0444 0.6426 -0.3771 -0.4664
C 5.22946 2.42213 -0.23378 -0.1125 0.0460 0.8677 -0.2069
O 6.20889 3.32319 0.25842 1.1594 0.5912 -1.3387 -0.2093
C 6.78174 4.13784 -0.80136 -0.6844 -0.1981 0.8124 -0.0777
N 3.78759 0.75802 0.73209 -1.0624 -0.6740 -0.0015 0.0813
H 7.06563 1.11972 0.80345 0.6666 -0.7981 0.2028 0.0816
H 6.22203 -0.06482 -0.25674 0.2625 -0.2541 0.0662 0.0603
H 6.19142 -0.37041 1.51146 0.5308 0.0566 0.0201 0.0801
H 5.21568 1.88124 1.78906 -0.1151 0.1615 0.3240 0.1215
H 4.27496 2.92922 -0.37476 -0.2066 0.2135 -0.0913 0.1198
H 5.52989 1.98896 -1.18783 0.1100 -0.1527 -0.1722 0.1124
H 5.99294 4.80484 -1.14921 0.0968 0.2414 -0.2171 0.0838
H 7.16792 3.57830 -1.65335 -0.1948 -0.4880 0.0366 0.0799
H 7.62747 4.71435 -0.42656 -0.2453 -0.0257 0.3790 0.0828
H 3.68716 -0.05569 1.32193 0.1516 -0.3999 -0.0740 0.0773
H 3.11443 1.39906 1.12710 -0.2449 0.3124 -0.1684 0.0417
C 3.10595 -1.20520 -2.19470 -1.2497 -2.3088 1.7129 -0.1091
C 4.40762 -0.87700 -2.79483 -0.2315 0.0703 -1.8482 -0.4080
C 5.32003 -2.01833 -3.37262 -1.3653 1.7682 0.8321 -0.1875
O 6.13643 -2.46368 -2.32548 1.0914 -0.3243 -0.0965 -0.1778
C 7.40189 -2.91960 -2.77602 0.1594 -0.9596 -0.0653 -0.1170
N 3.93338 -0.02727 -3.92699 1.2924 0.2009 0.2392 0.0340
H 3.24225 -1.85759 -1.33221 -0.1016 0.4595 0.6554 0.0841
H 2.43123 -1.83072 -2.77915 0.3982 -0.0695 -0.9269 0.0841
H 2.46397 -0.35016 -1.98289 0.4781 0.2023 0.6054 0.0653
H 5.04653 -0.33490 -2.09767 -0.0679 0.1135 0.1561 0.1083
H 5.86608 -1.45640 -4.13036 0.4398 -0.4912 -0.3345 0.1151
H 4.71546 -2.81709 -3.80224 0.1070 -0.1270 -0.2046 0.1292
H 8.09348 -2.16553 -3.15175 -0.2720 0.5890 0.1412 0.0842
H 7.32672 -3.65602 -3.57611 -0.4227 -0.0558 -0.3289 0.0813
H 7.91919 -3.48200 -1.99870 -0.2496 0.3516 0.4310 0.0841
H 4.69186 0.61245 -4.11557 0.1638 0.3128 -0.5973 0.0610
H 3.23191 0.55409 -3.49101 -0.2585 0.3076 -0.3602 0.0432
C -8.28650 -3.64419 -6.59033 -1.3455 1.6541 0.2381 -0.0500
C -8.09325 -2.33023 -5.78934 1.1071 0.0706 0.4017 -0.4411
C -9.18287 -1.99098 -4.74050 -0.2182 -0.4798 -0.0179 -0.1864
O -8.82792 -0.94035 -3.83739 -0.3949 -0.9028 -1.1367 -0.1884
C -8.66730 0.27496 -4.54392 0.8448 -0.3636 0.5677 -0.1188
N -6.79709 -2.39309 -5.14317 1.1892 -0.5258 1.0888 0.0240
H -8.58970 -4.49394 -5.97870 0.4934 0.0085 0.0809 0.0775
H -7.44152 -3.82588 -7.25449 -0.0266 -0.1656 0.2659 0.0748
H -9.15023 -3.38015 -7.20054 -0.1211 -0.5069 -0.4909 0.0707
H -8.00857 -1.49549 -6.48515 -0.7364 0.0180 -0.5530 0.1126
H -9.49183 -2.85757 -4.15597 0.6597 -0.1358 0.3083 0.1252
H -10.12524 -1.73193 -5.22314 -0.0294 0.3392 -0.5351 0.1186
H -7.86096 0.18868 -5.27227 0.4690 0.1630 0.1451 0.0691
H -8.38354 0.92172 -3.71369 -0.2558 0.7802 -0.6461 0.0926
H -9.51141 0.57038 -5.16706 -0.5744 0.1590 0.5551 0.0911
H -6.54038 -1.66632 -4.49049 -0.7539 0.2025 0.2150 0.0525
H -6.00582 -2.41654 -5.77043 -0.2829 -0.2955 -0.4749 0.0702
C 2.64704 -3.70369 5.18821 0.7305 0.8667 -1.0425 -0.0835
C 3.54560 -3.22287 6.29505 -0.1469 0.3308 0.3006 -0.4198
C 3.86913 -1.65988 6.37870 -0.7363 -0.8001 -1.0789 -0.1740
O 2.66901 -0.90321 6.33338 -1.0884 0.6060 1.0235 -0.2024
C 2.77274 0.52716 6.47208 1.5162 -0.2084 -1.0208 -0.0926
N 2.97954 -3.81295 7.52380 0.5701 1.3175 0.1615 0.0361
H 3.26624 -3.53232 4.30768 -0.5851 -0.0510 -0.6592 0.0790
H 1.71518 -3.14322 5.11329 -0.0851 -0.1973 0.0211 0.0634
H 2.51238 -4.78127 5.28200 -0.2382 0.1354 0.0876 0.0851
H 4.47704 -3.72116 6.02633 0.5086 0.1792 0.6703 0.1223
H 4.44682 -1.34751 5.50877 0.3602 -0.2638 -0.3086 0.1131
H 4.50889 -1.45325 7.23667 -0.2189 0.0224 0.4801 0.1158
H 1.88163 1.12413 6.27806 -0.6036 -0.9737 0.2527 0.0809
H 3.44156 0.87482 5.68474 0.3436 0.0804 -0.2961 0.0733
H 3.24773 0.89849 7.38016 -0.1830 -0.5067 0.5019 0.0814
H 1.98312 -3.66588 7.44888 -0.4376 -0.2651 -0.0753 0.0614
H 3.20582 -3.11578 8.21867 0.2379 -0.2632 0.9091 0.0562
C -0.64504 4.73290 -2.49577 -0.6542 -0.1102 -0.6894 -0.0590
C -0.46848 3.22035 -2.34161 -1.0915 1.2684 -0.5579 -0.4545
C -0.44154 2.41355 -3.65422 -2.1510 0.9235 0.1410 -0.2393
O 0.48921 2.90432 -4.58228 0.4513 -0.7056 -0.3113 -0.1753
C 0.43495 2.18061 -5.82060 -0.3422 0.0332 0.5211 -0.0832
N 0.75726 3.01949 -1.64007 0.7539 -1.2332 0.5192 0.0758
H 0.19207 5.06779 -3.10831 -0.4667 0.5193 -0.2986 0.0803
H -0.72600 5.37139 -1.61608 0.7768 -0.7244 0.6806 0.0683
H -1.65608 4.90762 -2.86367 0.1756 0.1756 -1.1765 0.0733
H -1.38318 2.91082 -1.83603 0.2455 -0.5549 0.5774 0.1209
H -1.44548 2.47287 -4.07456 -0.4831 0.4604 -0.4752 0.1132
H -0.44772 1.35236 -3.40537 1.2042 -0.3635 0.0154 0.1056
H -0.46384 2.41691 -6.39019 -0.1570 0.4813 -0.0371 0.0821
H 0.33023 1.11218 -5.63193 0.5077 -0.2105 0.0871 0.0843
H 1.31391 2.40956 -6.42318 -0.0288 -0.0438 0.2572 0.0899
H 1.35355 2.84113 -2.43551 1.1960 0.5157 -0.0029 0.0673
H 0.69488 2.06574 -1.31361 0.1790 -0.4180 0.7631 0.0477
```
Positions in Å, forces in eV/Å.

Summary:
HOMO level   -8.7 eV
Orbital gap   0.342 hartree
M   757.2 g mol⁻¹
LUMO energy   0.021 hartree
Total energy   -2465.45986 Eh
Structure (SMILES)   COC[C@H](C)N.COC[C@H](C)N.COC[C@H](C)N.COC[C@H](C)N.COC[C@H](C)N.COC[C@H](C)N.COC[C@H](C)N.COCCNCCOC